--- 1 ---
4 unconnected molecules or ions with the total composition C2H11NO4. Source: OMol25; level of theory: ωB97M-V/def2-TZVPD.

Each line ends with the natural charge from an NBO analysis.
Cartesian coordinates (Å):
1 O -1.9116 1.8153 0.9163  -0.959
2 O -0.1358 -0.7768 -4.4750  -0.936
3 O 0.1967 1.6536 -1.2866  -0.954
4 O -0.7305 -1.0174 0.2093  -0.562
5 N 1.7891 -0.8666 0.9910  -0.889
6 C -0.6477 -0.9236 1.4647  0.426
7 C 0.7913 -0.7849 2.0397  -0.329
8 H 0.7747 0.9047 -1.0200  0.472
9 H 0.2931 0.1394 -4.4992  0.472
10 H 1.1586 -0.9606 0.0850  0.387
11 H 0.5595 -1.2650 -3.8757  0.464
12 H -1.5008 -0.7985 2.1726  0.152
13 H -2.6472 2.3940 1.1326  0.473
14 H 0.8067 0.2715 2.4160  0.216
15 H 0.0709 2.2247 -0.5265  0.482
16 H 0.8759 -1.5253 2.8504  0.210
17 H 2.5685 -1.5746 1.0261  0.385
18 H -2.3114 1.0901 0.3793  0.488

Summary:
Net charge: 0
E_LUMO (hartree): 0.0222
SMILES: NCC=O.O.O.O

=====

--- 2 ---
4 unconnected molecules or ions with the total composition C2H11NO4. Source: OMol25; level of theory: ωB97M-V/def2-TZVPD.

Each line ends with the natural charge from an NBO analysis.
Cartesian coordinates (Å):
1 O 1.7087 -1.8386 -3.2398  -0.960
2 O -3.4362 2.0098 0.7585  -0.920
3 O -0.0526 3.2214 0.3266  -0.954
4 O 1.4727 -1.9379 1.4254  -0.534
5 N -0.1817 0.2373 1.0362  -0.856
6 C 1.1492 -1.7192 0.2802  0.407
7 C -0.0297 -0.8110 0.0316  -0.325
8 H -0.4065 3.2366 -0.5370  0.462
9 H 2.4756 -1.7048 -3.6832  0.478
10 H 0.1879 -0.4572 -1.0301  0.192
11 H 1.6614 -2.3028 -0.5209  0.148
12 H -1.0897 0.1818 1.5136  0.371
13 H 0.8885 -1.7408 -3.6921  0.484
14 H 0.1289 2.3178 0.4916  0.481
15 H 0.5768 0.2793 1.6670  0.384
16 H -2.8779 2.3404 1.4026  0.468
17 H -3.6184 1.1636 1.0016  0.453
18 H -0.9124 -1.4320 0.0964  0.221

Summary:
Net charge: 0
E_LUMO (hartree): 0.0172
SMILES: NCC=O.O.O.O

=====

--- 3 ---
4 unconnected molecules or ions with the total composition C2H11NO4. Source: OMol25; level of theory: ωB97M-V/def2-TZVPD.

Each line ends with the natural charge from an NBO analysis.
Cartesian coordinates (Å):
1 O -1.1258 3.0573 -0.7605  -0.960
2 O 3.3981 -3.3304 -0.8299  -0.944
3 O -2.6955 0.6961 -1.3034  -0.950
4 O 1.3724 -1.2246 0.1202  -0.652
5 N -0.6951 -1.2384 0.9959  -0.815
6 C 0.5466 -0.7139 0.8492  0.682
7 C 0.7359 0.6637 1.4476  -0.722
8 H -3.0695 1.2800 -0.6325  0.477
9 H -1.2309 2.1591 -1.1045  0.485
10 H -0.8849 -2.0291 0.4090  0.414
11 H -3.3592 0.6834 -2.0023  0.480
12 H 0.0411 0.9549 2.2213  0.212
13 H 3.1151 -2.4272 -0.6070  0.486
14 H -0.2372 3.3161 -1.0528  0.470
15 H -1.3314 -0.6608 1.5056  0.396
16 H 3.0392 -3.3699 -1.7254  0.457
17 H 0.6203 1.3896 0.6467  0.243
18 H 1.7606 0.7941 1.8226  0.241

Summary:
Net charge: 0
E_LUMO (hartree): 0.0123
SMILES: CC(N)=O.O.O.O

=====

Which of them is the most stable, and which is the least stable? 3 and 1, in that order.

=====

--- 1 ---
A molecular structure, C4H9ISi. Source: OMol25; level of theory: ωB97M-V/def2-TZVPD.

Each line ends with the natural charge from an NBO analysis.
Cartesian coordinates (Å):
1 I -3.4215 0.1708 -0.0132  -0.280
2 Si -0.9238 -0.1396 -0.0575  1.388
3 C 0.0832 1.9572 0.2508  -0.444
4 C -0.4713 -1.1556 1.4267  -1.203
5 C 1.3898 1.9805 0.4572  -0.449
6 C -0.6356 -0.8536 -1.7715  -1.166
7 H -0.9649 -0.9056 2.4619  0.279
8 H 0.1902 -1.6640 -1.6661  0.246
9 H 2.1039 1.2465 0.7389  0.197
10 H -1.5278 -1.2936 -2.2243  0.263
11 H -0.2863 -0.0328 -2.4488  0.263
12 H -0.5524 -2.2752 1.1974  0.254
13 H 0.6054 -0.9993 1.6636  0.251
14 H -0.4278 2.9243 -0.0681  0.212
15 H 1.6844 2.9624 0.6532  0.189

Summary:
Net charge: 0
E_LUMO (hartree): 0.0282

=====

--- 2 ---
C4H9ISi in the gas phase. Source: OMol25; level of theory: ωB97M-V/def2-TZVPD.

Each line ends with the natural charge from an NBO analysis.
Cartesian coordinates (Å):
1 I -3.5740 0.0002 -0.1186  0.070
2 Si 1.0600 0.8143 0.1786  1.083
3 C 0.7341 -0.9767 -0.0922  -0.901
4 C -0.8548 -1.0692 0.3262  -0.418
5 C -1.4973 0.0552 -0.5173  -0.321
6 C -0.8283 1.3287 -0.2894  -0.834
7 H 1.0312 -1.4405 -1.0206  0.242
8 H 2.1209 1.5941 -0.5758  -0.146
9 H -1.3349 -0.2210 -1.5337  0.212
10 H -1.3530 1.9199 0.5513  0.243
11 H -1.3860 -1.9909 0.0294  0.235
12 H 1.4111 -1.6116 0.6341  0.245
13 H 1.1972 0.8942 1.6656  -0.169
14 H -0.7776 2.0963 -1.1132  0.243
15 H -0.8515 -0.7391 1.4005  0.216

Summary:
Net charge: 0
E_LUMO (hartree): 0.0203
SMILES: I[C@@H]1CC[SiH2]C1

=====

Which of them is the most stable, and which is the least stable? 1 and 2, in that order.

=====

--- 1 ---
A molecular structure, CH3N2S. Source: OMol25; level of theory: ωB97M-V/def2-TZVPD.

Each line ends with the natural charge from an NBO analysis.
Cartesian coordinates (Å):
1 S -0.9560 -1.6853 -0.1157  0.256
2 N 0.9897 1.0004 -0.4087  -0.773
3 N -0.3563 -0.4865 0.9085  -0.433
4 C 0.5234 0.1167 0.4192  0.739
5 H 1.8499 1.4432 -0.1892  0.453
6 H -2.7771 -1.4724 0.8109  0.274
7 H 0.7263 1.0839 -1.4250  0.484

Summary:
Net charge: +1
E_LUMO (hartree): -0.2411

=====

--- 2 ---
2 unconnected molecules or ions with the total composition CH3N2S. Source: OMol25; level of theory: ωB97M-V/def2-TZVPD.

Each line ends with the natural charge from an NBO analysis.
Cartesian coordinates (Å):
1 S 3.0653 0.6450 0.0471  0.439
2 N 2.4979 -0.7687 -0.0134  -0.793
3 N -2.0444 0.6869 0.2705  -0.377
4 C -1.0822 0.7354 -0.3641  0.530
5 H -2.9621 0.7668 0.6777  0.514
6 H -0.1629 0.7218 -0.9030  0.318
7 H 3.0868 -1.5648 0.2359  0.369

Summary:
Net charge: +1
E_LUMO (alpha / beta) (hartree): -0.2067 / -0.2067

=====

Which of them is the most stable, and which is the least stable? 2 and 1, in that order.

=====

--- 1 ---
2 unconnected molecules or ions with the total composition CH3NO2S2. Source: OMol25; level of theory: ωB97M-V/def2-TZVPD.

Each line ends with the natural charge from an NBO analysis.
Cartesian coordinates (Å):
1 S 0.1291 1.6991 1.5514  0.032
2 S -1.6146 -0.6074 1.1709  0.162
3 O 0.0084 -1.1682 -1.3751  -0.559
4 O 0.9215 0.8754 -1.3950  -0.574
5 N 0.8857 -0.3520 -0.7069  0.169
6 C -0.2569 0.3236 0.8398  -0.343
7 H 0.4688 -2.1158 -1.4676  0.492
8 H 1.4933 1.5355 -0.9157  0.496
9 H -2.0352 -0.1903 2.2982  0.123

Summary:
Net charge: 0
E_LUMO (alpha / beta) (hartree): -0.0068 / -0.0068

=====

--- 2 ---
CH3NO2S2 in the gas phase. Source: OMol25; level of theory: ωB97M-V/def2-TZVPD.

Each line ends with the natural charge from an NBO analysis.
Cartesian coordinates (Å):
1 S -1.8887 -0.4893 0.4384  0.130
2 S 0.2724 0.8774 1.9416  -0.061
3 O 1.6389 0.6206 -0.6014  -0.564
4 O 0.0345 -0.7686 -1.5003  -0.521
5 N 0.6563 -0.4363 -0.3444  0.081
6 C -0.2194 -0.0444 0.6797  -0.171
7 H 0.6520 -1.2198 -1.9667  0.481
8 H -2.4863 0.0092 1.4880  0.147
9 H 1.3404 1.4512 -0.1349  0.477

Summary:
Net charge: 0
E_LUMO (hartree): -0.0136
SMILES: ON(O)C(=S)S

=====

Which of them is the most stable, and which is the least stable? 2 and 1, in that order.